(1)
ORCA calculation (ωB97M-V/def2-TZVPD) on 5 unconnected molecules or ions with the total composition C2H13NO5.

Each line ends with the natural charge from an NBO analysis.
Element x y z (Å)
O1 0.31787 -0.65895 -1.49938  -0.56
C1 0.06068 -1.59265 -0.77887  0.45
C2 0.51662 -1.47280 0.64764  -0.36
N1 1.76888 -0.71479 0.75072  -0.85
H1 -0.63415 -2.40331 -1.02592  0.13
H2 -0.23134 -0.91855 1.23395  0.23
H3 0.51968 -2.38639 1.24944  0.20
H4 2.45111 -1.45934 0.96773  0.37
H5 1.99663 -0.26696 -0.18106  0.39
H6 -0.28400 1.35459 -0.86863  0.49
H7 -1.72842 1.40871 -0.82271  0.49
O2 -0.98794 1.34945 -0.20888  -0.97
H8 -0.72995 -1.34454 2.58359  0.47
H9 -1.35176 0.06199 3.09751  0.49
O3 -1.43601 -0.89000 3.04833  -0.95
H10 1.65067 1.42135 0.95268  0.48
H11 0.46368 2.35042 0.80892  0.48
O4 1.44168 2.36015 0.76472  -0.97
H12 -1.82069 0.11002 -2.77790  0.47
H13 -0.43984 0.57649 -3.19932  0.49
O5 -1.30395 0.91273 -2.91958  -0.95

## Properties
Net charge ... 0
Frontier orbital gap ... 10.407 eV
Highest occupied orbital energy ... -10.234 eV
SMILES ... NCC=O.O.O.O.O

(2)
ORCA calculation (ωB97M-V/def2-TZVPD) on 5 unconnected molecules or ions with the total composition C2H13NO5.

Each line ends with the natural charge from an NBO analysis.
Element x y z (Å)
C1 -0.61198 -1.81032 1.53422  -0.73
C2 0.70383 -1.20125 1.12537  0.72
N1 1.76119 -1.62025 1.84510  -0.79
O1 0.82946 -0.38084 0.21960  -0.71
H1 -0.56368 -2.87235 1.30028  0.24
H2 -1.46126 -1.38502 1.00261  0.26
H3 -0.79937 -1.66585 2.59467  0.24
H4 2.66621 -1.24241 1.63471  0.41
H5 1.69152 -2.34203 2.53972  0.40
H6 1.46311 0.57489 -0.95726  0.50
H7 2.03826 0.30440 -2.34908  0.48
O2 1.74253 1.01767 -1.77418  -0.98
H8 -0.63868 3.27792 -2.34913  0.48
H9 0.33387 2.04465 -2.28333  0.51
O3 -0.53130 2.35769 -2.62913  -0.99
H10 -0.70570 -0.22870 -0.85658  0.47
H11 -1.18963 0.84239 -1.82434  0.50
O4 -1.48684 0.02650 -1.36867  -1.00
H12 -1.14563 1.04538 0.57959  0.48
H13 -2.45904 1.71399 0.77104  0.47
O5 -1.63684 1.54355 1.24481  -0.96

## Properties
Net charge ... 0
Frontier orbital gap ... 10.894 eV
Highest occupied orbital energy ... -10.481 eV
SMILES ... CC(N)=O.O.O.O.O

Which of them is the most stable, and which is the least stable? (2) and (1), in that order.

(1)
ORCA calculation (ωB97M-V/def2-TZVPD) on 3 unconnected molecules or ions with the total composition C6H12Cl6.

Each line ends with the natural charge from an NBO analysis.
Element x y z (Å)
Cl1 0.67826 -3.86700 -1.56524  -0.10
C1 -0.06069 -2.72209 -0.35131  -0.38
C2 -0.40445 -1.43132 -1.04783  -0.42
Cl2 -1.92445 -1.67871 -1.90246  -0.06
H1 0.60732 -2.68039 0.50899  0.24
H2 -0.99108 -3.17658 -0.01084  0.23
H3 0.32471 -0.97122 -1.71472  0.23
H4 -0.53327 -0.68258 -0.26623  0.23
Cl3 2.73581 -2.22282 1.64115  -0.08
C3 2.46592 -0.44046 1.30656  -0.36
C4 1.81686 0.16645 2.49855  -0.39
Cl4 0.08186 -0.27493 2.43723  -0.09
H5 1.89755 -0.40824 0.37703  0.23
H6 3.39313 0.10814 1.14095  0.23
H7 1.72536 1.24026 2.33527  0.24
H8 2.18314 -0.17608 3.46634  0.24
Cl5 -2.29623 3.23872 0.74257  -0.04
C5 -2.43894 2.23396 -0.71456  -0.40
C6 -1.24100 2.51544 -1.69322  -0.36
Cl6 0.38800 2.17860 -0.90742  -0.10
H9 -3.43576 2.45145 -1.09814  0.23
H10 -2.47180 1.16540 -0.50195  0.22
H11 -1.26507 3.53180 -2.08637  0.22
H12 -1.23517 1.90220 -2.59433  0.23

## Properties
Net charge ... 0
Frontier orbital gap ... 11.020 eV
Highest occupied orbital energy ... -10.518 eV
SMILES ... ClCCCl.ClCCCl.ClCCCl

(2)
ORCA calculation (ωB97M-V/def2-TZVPD) on 3 unconnected molecules or ions with the total composition C6H12Cl6.

Each line ends with the natural charge from an NBO analysis.
Element x y z (Å)
Cl1 -1.56149 0.96421 -2.33784  -0.07
C1 -2.06252 0.14885 -0.82745  -0.38
C2 -1.66858 1.00712 0.35240  -0.38
Cl2 -2.16376 0.18747 1.85520  -0.06
H1 -1.57155 -0.82043 -0.79745  0.23
H2 -3.13799 0.00347 -0.86606  0.22
H3 -2.16027 1.97530 0.33227  0.23
H4 -0.59273 1.15385 0.39716  0.21
Cl3 -0.66864 3.24432 3.62402  -0.06
C3 0.91481 2.55182 4.04956  -0.38
C4 1.31417 1.55527 2.99186  -0.39
Cl4 2.85170 0.78673 3.46884  -0.06
H5 0.82112 2.07048 5.01869  0.22
H6 1.62459 3.37116 4.11156  0.22
H7 1.46287 2.03900 2.02931  0.22
H8 0.56673 0.77287 2.88671  0.23
Cl5 -0.03561 -3.28272 -1.45675  -0.06
C5 0.83809 -2.25030 -2.62036  -0.39
C6 0.90457 -2.89185 -3.98641  -0.39
Cl6 -0.69509 -2.93214 -4.77055  -0.06
H9 1.84524 -2.11838 -2.22958  0.22
H10 0.34012 -1.28558 -2.67660  0.23
H11 1.25626 -3.91817 -3.91618  0.22
H12 1.57796 -2.33235 -4.63235  0.22

## Properties
Net charge ... 0
Frontier orbital gap ... 11.381 eV
Highest occupied orbital energy ... -10.840 eV
SMILES ... ClCCCl.ClCCCl.ClCCCl

Which of them is the most stable, and which is the least stable? (2) and (1), in that order.

(1)
ORCA calculation (ωB97M-V/def2-TZVPD) on C23H26N2O4 in the gas phase.

Each line ends with the natural charge from an NBO analysis.
Element x y z (Å)
C1 -7.85902 -2.56417 -0.45751  -0.72
C2 -7.34183 -1.43238 0.39655  0.58
O1 -7.81438 -1.19287 1.48433  -0.53
C3 -6.22341 -0.62304 -0.15974  -0.14
C4 -5.70663 -0.80631 -1.44345  -0.22
C5 -4.67162 -0.00570 -1.88198  -0.18
C6 -4.12985 0.97971 -1.07033  -0.31
C7 -4.63534 1.16826 0.21121  0.37
C8 -5.68108 0.36396 0.65406  -0.23
H1 -6.07640 0.50925 1.64717  0.25
O2 -4.19638 2.10376 1.10158  -0.49
C9 -3.13696 2.95377 0.73965  -0.11
C10 -1.83434 2.24370 0.53606  0.27
C11 -0.81282 2.44589 -0.34513  -0.32
C12 0.14298 1.45257 0.00435  0.04
N1 -0.30755 0.73471 1.00584  -0.11
O3 -1.52094 1.21559 1.34053  -0.25
C13 1.41162 1.28843 -0.75417  0.65
O4 1.51398 1.89270 -1.81518  -0.63
N2 2.38946 0.50002 -0.26010  -0.42
C14 2.23000 -0.19189 1.00387  -0.22
C15 3.44921 -0.90363 1.59378  -0.22
C16 3.86175 -2.15794 0.82227  -0.39
C17 4.69802 -1.84762 -0.41471  -0.22
C18 3.91133 -1.06529 -1.46420  -0.41
C19 3.59088 0.37905 -1.07191  -0.05
C20 4.78778 1.09632 -0.44186  -0.41
C21 5.50951 0.26454 0.61336  -0.22
C22 5.94075 -1.06417 -0.00131  -0.40
H2 6.57586 -0.88215 -0.87076  0.21
H3 6.51906 -1.64182 0.72299  0.21
C23 4.64780 0.01379 1.84972  -0.41
H4 4.29573 0.96621 2.25251  0.21
H5 5.27699 -0.45283 2.61224  0.21
H6 6.39981 0.82049 0.93094  0.21
H7 4.44604 2.04057 -0.01255  0.21
H8 5.49495 1.33393 -1.23973  0.21
H9 3.33271 0.92007 -1.99097  0.26
H10 2.97935 -1.58492 -1.69669  0.21
H11 4.50550 -1.02967 -2.38036  0.21
H12 5.00521 -2.79899 -0.86532  0.21
H13 2.96909 -2.71960 0.53822  0.21
H14 4.45305 -2.79386 1.48620  0.21
H15 3.08979 -1.24033 2.57508  0.22
H16 1.88612 0.53758 1.74494  0.22
H17 1.42723 -0.93128 0.89935  0.21
H18 -0.71988 3.16789 -1.12736  0.26
H19 -3.04393 3.64585 1.58475  0.22
H20 -3.37222 3.53287 -0.16387  0.20
H21 -3.31894 1.58181 -1.44913  0.23
H22 -4.26933 -0.14336 -2.87471  0.22
H23 -6.10549 -1.56148 -2.10080  0.22
H24 -8.27258 -2.17141 -1.38387  0.23
H25 -7.05256 -3.25269 -0.69862  0.23
H26 -8.63805 -3.09392 0.08475  0.24

## Properties
Net charge ... 0
Frontier orbital gap ... 9.316 eV
Highest occupied orbital energy ... -8.983 eV
SMILES ... CC(=O)c1cccc(OCc2cc(C(=O)N3C[C@@H]4C[C@H]5C[C@@H](C4)C[C@@H]3C5)no2)c1

(2)
ORCA calculation (ωB97M-V/def2-TZVPD) on C23H26N2O4 in the gas phase.

Each line ends with the natural charge from an NBO analysis.
Element x y z (Å)
C1 0.87948 4.68618 -1.43293  -0.61
H1 0.03535 5.32690 -1.67632  0.22
C2 1.78281 5.37788 -0.41913  -0.42
C3 2.99271 4.53892 0.00422  -0.06
O1 2.63381 3.47309 0.86588  -0.49
C4 2.40018 2.22413 0.41359  0.33
C5 2.50678 1.78410 -0.90605  -0.29
C6 2.24290 0.46624 -1.21250  -0.15
C7 1.88480 -0.45994 -0.23174  -0.22
C8 1.78272 -0.01485 1.08893  -0.15
C9 2.02762 1.30068 1.40014  -0.25
H2 1.93714 1.65572 2.41431  0.23
H3 1.48371 -0.68705 1.87716  0.22
C10 1.60516 -1.84087 -0.66011  0.60
O2 1.35025 -2.10588 -1.82015  -0.58
C11 1.59632 -2.93063 0.39277  -0.52
C12 0.15237 -3.15047 0.86195  -0.20
N1 -0.63375 -3.75674 -0.20137  -0.68
H4 -0.39579 -3.31606 -1.08795  0.40
C13 -2.07769 -3.71845 0.00396  -0.16
C14 -2.64454 -5.13376 -0.22918  0.78
O3 -3.81462 -5.38875 -0.17308  -0.59
O4 -1.70376 -6.03088 -0.49112  -0.68
H5 -0.84374 -5.53585 -0.47697  0.51
H6 -2.28871 -3.46276 1.04839  0.22
C15 -2.80358 -2.71414 -0.91243  -0.42
C16 -2.19275 -1.35715 -0.80229  -0.11
C17 -1.43785 -0.72603 -1.74753  -0.01
N2 -1.00079 0.48197 -1.27673  -0.54
C18 -1.44681 0.64726 0.00165  0.20
C19 -1.25212 1.68667 0.90157  -0.25
C20 -1.82986 1.57198 2.14703  -0.22
C21 -2.59653 0.45538 2.49149  -0.24
C22 -2.80047 -0.57591 1.60284  -0.20
C23 -2.21521 -0.49453 0.33880  -0.12
H7 -3.40613 -1.42788 1.87446  0.21
H8 -3.03911 0.40867 3.47563  0.21
H9 -1.69410 2.36116 2.87149  0.21
H10 -0.66656 2.55394 0.63534  0.21
H11 -0.40205 1.11542 -1.77732  0.42
H12 -1.17789 -1.05351 -2.73583  0.22
H13 -2.73079 -3.06050 -1.94611  0.22
H14 -3.85787 -2.69695 -0.63144  0.24
H15 0.14845 -3.83593 1.71751  0.20
H16 -0.27455 -2.19033 1.19096  0.19
H17 2.23238 -2.67524 1.23751  0.22
H18 1.95578 -3.85461 -0.06393  0.24
H19 2.31933 0.12265 -2.23409  0.23
H20 2.79020 2.45658 -1.70014  0.21
H21 3.66322 5.16164 0.60545  0.20
H22 3.54814 4.18241 -0.86807  0.17
H23 2.15584 6.31260 -0.84143  0.21
H24 1.20826 5.61718 0.47765  0.21
H25 0.49115 3.75255 -1.03192  0.20
H26 1.42079 4.47377 -2.35281  0.20

## Properties
Net charge ... 0
Frontier orbital gap ... 8.093 eV
Highest occupied orbital energy ... -8.002 eV
SMILES ... CCCOc1ccc(C(=O)CCN[C@@H](Cc2c[nH]c3ccccc23)C(=O)O)cc1

Which of them is the most stable, and which is the least stable? (2) and (1), in that order.

(1)
ORCA calculation (ωB97M-V/def2-TZVPD) on C21H21N3O5S in the gas phase.

Each line ends with the natural charge from an NBO analysis.
Element x y z (Å)
C1 -4.94269 -0.74887 2.33004  -0.26
H1 -4.65399 -1.66723 2.83795  0.19
O1 -3.74495 -0.03157 2.10436  -0.55
C2 -3.92144 1.28905 1.65541  -0.07
C3 -4.28249 1.37701 0.15956  -0.26
N1 -3.36591 0.55758 -0.60258  -0.47
C4 -3.69521 -0.73447 -0.91201  0.71
O2 -4.81169 -1.18532 -0.84172  -0.58
C5 -2.45464 -1.53724 -1.25101  -0.42
H2 -2.60882 -2.21413 -2.09034  0.26
C6 -2.06931 -2.31887 0.02475  -0.50
H3 -2.34091 -1.73624 0.90915  0.24
C7 -0.57190 -2.62214 0.02542  0.69
O3 -0.10696 -3.62097 -0.46549  -0.59
N2 0.14888 -1.61938 0.60811  -0.60
C8 1.52142 -1.38366 0.55107  0.17
C9 2.43329 -2.32390 0.07582  -0.25
C10 3.77495 -2.00766 0.01450  -0.14
C11 4.22718 -0.75530 0.42525  -0.21
C12 3.31197 0.17982 0.90842  -0.14
C13 1.97395 -0.13188 0.97412  -0.21
H4 1.26712 0.59964 1.33951  0.21
H5 3.67128 1.14749 1.22206  0.24
C14 5.65082 -0.37702 0.36023  0.78
O4 6.08940 0.70604 0.66492  -0.60
O5 6.44978 -1.36366 -0.08103  -0.69
H6 7.36788 -1.05240 -0.10148  0.50
H7 4.48302 -2.73146 -0.35672  0.23
H8 2.08169 -3.28812 -0.25089  0.26
H9 -0.37754 -0.84352 0.98974  0.40
H10 -2.62514 -3.25695 0.03497  0.25
S1 -1.19962 -0.30991 -1.72280  0.24
C15 -2.05992 0.95112 -0.78387  0.34
N3 -1.61668 2.02304 -0.30262  -0.54
C16 -0.30956 2.47132 -0.39344  0.20
C17 0.18668 3.17669 0.70441  -0.25
C18 1.49286 3.62326 0.70784  -0.20
C19 2.31367 3.38877 -0.38455  -0.23
C20 1.81468 2.71882 -1.48866  -0.18
C21 0.51017 2.26216 -1.50136  -0.27
H11 0.11766 1.76486 -2.37583  0.22
H12 2.44587 2.54815 -2.34766  0.22
H13 3.33640 3.73313 -0.37783  0.22
H14 1.87406 4.15583 1.56660  0.22
H15 -0.46100 3.34542 1.55176  0.22
H16 -4.20572 2.41224 -0.17319  0.23
H17 -5.28489 0.98732 -0.02917  0.24
H18 -4.69210 1.80520 2.24274  0.17
H19 -2.95796 1.78065 1.81051  0.21
H20 -5.44934 -1.00098 1.39370  0.19
H21 -5.62262 -0.17791 2.97066  0.17

## Properties
Net charge ... 0
Frontier orbital gap ... 9.192 eV
Highest occupied orbital energy ... -8.743 eV
SMILES ... COCCN1C(=O)[C@H](CC(=O)Nc2ccc(C(=O)O)cc2)S/C1=N\c1ccccc1

(2)
ORCA calculation (ωB97M-V/def2-TZVPD) on C21H21N3O5S in the gas phase.

Each line ends with the natural charge from an NBO analysis.
Element x y z (Å)
C1 -3.14866 -2.34711 3.09496  -0.26
H1 -2.10217 -2.12444 2.86332  0.19
O1 -4.00911 -1.94920 2.05153  -0.54
C2 -3.90292 -2.71169 0.87924  -0.07
C3 -2.62206 -2.44579 0.06996  -0.26
N1 -2.51057 -1.03857 -0.25523  -0.46
C4 -3.25935 -0.51224 -1.26213  0.71
O2 -4.05015 -1.13262 -1.92620  -0.58
C5 -2.95482 0.96355 -1.48307  -0.42
H2 -3.87997 1.54279 -1.44813  0.26
C6 -2.26690 1.13669 -2.84509  -0.50
H3 -2.86257 0.60687 -3.59181  0.26
C7 -0.89240 0.48093 -2.74788  0.69
O3 -0.75986 -0.72101 -2.73012  -0.60
N2 0.12112 1.38106 -2.61131  -0.62
C8 1.45879 1.14028 -2.29342  0.26
C9 2.24022 2.23997 -1.92974  -0.27
C10 3.55480 2.06508 -1.56285  -0.15
C11 4.11752 0.78872 -1.55501  -0.21
C12 3.34192 -0.30436 -1.93311  -0.13
C13 2.02328 -0.13431 -2.30373  -0.29
H4 1.42174 -0.98212 -2.58531  0.26
H5 3.77786 -1.29053 -1.93098  0.24
C14 5.52471 0.64341 -1.13468  0.78
O4 6.22738 1.55330 -0.76681  -0.60
O5 5.97451 -0.62055 -1.19466  -0.69
H6 6.89918 -0.65014 -0.90421  0.50
H7 4.16765 2.90448 -1.27183  0.24
H8 1.80201 3.22794 -1.92284  0.21
H9 -0.13831 2.35799 -2.57194  0.40
H10 -2.20243 2.19223 -3.10889  0.21
S1 -1.87595 1.47836 -0.11205  0.22
C15 -1.67480 -0.21376 0.44754  0.38
N3 -0.92681 -0.61781 1.36703  -0.51
C16 0.03047 0.14173 2.02101  0.12
C17 0.00020 0.24342 3.40947  -0.23
C18 0.99931 0.93265 4.06915  -0.20
C19 2.04207 1.50879 3.36141  -0.22
C20 2.08206 1.39505 1.98190  -0.22
C21 1.08131 0.71961 1.31122  -0.20
H11 1.11582 0.61127 0.23795  0.20
H12 2.89573 1.83114 1.42077  0.22
H13 2.82344 2.03971 3.88383  0.21
H14 0.96590 1.01713 5.14548  0.21
H15 -0.81602 -0.20512 3.95507  0.22
H16 -2.67354 -3.00302 -0.86799  0.23
H17 -1.72808 -2.72422 0.62779  0.24
H18 -3.95308 -3.78714 1.10520  0.17
H19 -4.76885 -2.43386 0.27289  0.20
H20 -3.25560 -3.41813 3.30427  0.16
H21 -3.45405 -1.77641 3.97003  0.19

## Properties
Net charge ... 0
Frontier orbital gap ... 8.608 eV
Highest occupied orbital energy ... -8.428 eV
SMILES ... COCCN1C(=O)[C@H](CC(=O)Nc2ccc(C(=O)O)cc2)S/C1=N\c1ccccc1

Which of them is the most stable, and which is the least stable? (2) and (1), in that order.